Entry from the OMol25 dataset: 11 unconnected molecules or ions with the total composition C44H66O33 in a non-equilibrium geometry (ωB97M-V/def2-TZVPD).

Last column: Mulliken charge in e.
Atoms and positions in Å:
C: 7.29964 5.64235 -0.38403  -1.233
C: 6.73198 5.31797 1.06416  0.324
C: 6.36759 6.44902 2.02492  -0.320
O: 5.09323 6.07597 2.55160  -0.340
C: 4.54051 5.05194 1.78280  0.676
O: 3.47088 4.43608 1.84008  -0.567
O: 5.52424 4.60669 0.96295  -0.324
H: 8.07587 6.40748 -0.37170  0.366
H: 6.47452 6.15956 -0.87370  0.295
H: 7.48582 4.67253 -0.84544  0.338
H: 7.46538 4.65659 1.52544  0.234
H: 6.37729 7.40726 1.50552  0.280
H: 6.97840 6.37721 2.92483  0.272
C: -6.06372 -0.30436 2.84416  -1.555
C: -7.24281 0.56121 2.61946  0.584
C: -8.43653 -0.18097 2.17782  -0.518
O: -9.56005 0.38218 2.79326  -0.319
C: -9.01807 0.99461 3.90425  0.587
O: -9.68379 1.42863 4.79628  -0.521
O: -7.65216 1.08407 3.86434  -0.333
H: -5.31117 0.37473 3.24491  0.353
H: -5.57840 -0.70230 1.95299  0.420
H: -6.17484 -1.15092 3.52173  0.376
H: -6.87948 1.38383 2.00353  0.227
H: -8.31213 -1.18105 2.59311  0.301
H: -8.50717 -0.38335 1.10911  0.397
C: 4.57456 -3.95593 -6.47533  -1.612
C: 3.15379 -4.27926 -6.79171  0.633
C: 2.49555 -3.21725 -7.63923  -0.396
O: 1.68653 -3.96991 -8.64645  -0.320
C: 1.82239 -5.28944 -8.36291  0.672
O: 1.11035 -6.21119 -8.88519  -0.579
O: 2.86858 -5.51962 -7.51999  -0.352
H: 4.81710 -3.11411 -5.82679  0.417
H: 5.14720 -3.51386 -7.29065  0.396
H: 5.14344 -4.84766 -6.21208  0.350
H: 2.70105 -4.43562 -5.81258  0.188
H: 3.28216 -2.74080 -8.22431  0.303
H: 2.01342 -2.43059 -7.05888  0.301
C: 0.20032 2.48755 7.73218  -1.406
C: 0.53885 2.39427 9.25163  0.485
C: -0.48518 1.54305 10.08630  -0.486
O: 0.28365 1.02311 11.13939  -0.310
C: 1.52855 0.78395 10.59808  0.631
O: 2.37397 0.07041 11.14890  -0.548
O: 1.61521 1.44807 9.35022  -0.332
H: 0.84691 3.02976 7.04224  0.389
H: -0.73931 2.99303 7.50930  0.358
H: 0.27522 1.56189 7.16154  0.359
H: 0.72568 3.36016 9.72094  0.265
H: -0.89910 0.65256 9.61324  0.293
H: -1.31382 2.10933 10.51149  0.304
C: 0.32151 -0.72323 2.07382  -1.447
C: 0.37144 -0.54445 0.51802  0.566
C: 1.52161 0.26695 0.05278  -0.450
O: 2.01972 -0.52262 -0.94953  -0.351
C: 1.45335 -1.72777 -1.00810  0.659
O: 1.84984 -2.60320 -1.68492  -0.574
O: 0.49386 -1.77094 -0.14955  -0.301
H: 0.55624 0.14514 2.68941  0.407
H: 0.96729 -1.55911 2.34282  0.365
H: -0.69454 -0.95630 2.39233  0.317
H: -0.51657 -0.00068 0.19577  0.255
H: 2.20630 0.51633 0.86340  0.283
H: 1.15867 1.16653 -0.44433  0.271
C: 5.45955 1.45794 -5.12771  -1.419
C: 5.84363 2.34262 -6.29680  0.532
C: 4.94149 3.54199 -6.57846  -0.438
O: 5.93583 4.54887 -6.95837  -0.304
C: 7.09647 4.26687 -6.57616  0.698
O: 8.07614 4.99705 -6.79881  -0.608
O: 7.09039 3.01069 -6.04582  -0.361
H: 6.06897 0.55644 -5.19091  0.337
H: 4.38304 1.33080 -5.01347  0.392
H: 5.68638 1.90913 -4.16175  0.351
H: 6.02757 1.81196 -7.23097  0.243
H: 4.33503 3.80216 -5.71092  0.275
H: 4.30257 3.32336 -7.43407  0.300
C: 0.01241 6.19802 -3.80108  -1.422
C: 0.73830 7.46916 -3.67152  0.510
C: 2.23845 7.40679 -3.29116  -0.330
O: 2.72784 8.41762 -4.20174  -0.338
C: 1.84663 8.74728 -5.20128  0.667
O: 2.11849 9.35864 -6.21075  -0.541
O: 0.70738 8.10400 -4.94662  -0.352
H: -1.03957 6.48118 -3.83649  0.316
H: 0.17578 5.50359 -2.97698  0.381
H: 0.33280 5.70009 -4.71625  0.359
H: 0.19295 8.10870 -2.97747  0.233
H: 2.58453 6.37655 -3.37443  0.253
H: 2.31692 7.83598 -2.29229  0.266
C: 0.26298 -5.65664 6.58066  -1.373
C: -1.12825 -5.52518 5.97811  0.422
C: -2.26163 -6.00228 6.99410  -0.407
O: -2.57605 -4.79117 7.61373  -0.367
C: -2.17692 -3.74181 6.87294  0.623
O: -2.45207 -2.59136 7.01992  -0.546
O: -1.26067 -4.18980 5.96107  -0.304
H: 0.40375 -6.58781 7.12948  0.345
H: 0.64003 -4.83675 7.19200  0.371
H: 1.01076 -5.58224 5.79111  0.339
H: -1.24746 -6.01991 5.01420  0.332
H: -1.88901 -6.75481 7.68905  0.280
H: -3.21424 -6.30586 6.55995  0.283
C: -5.88984 6.09577 -4.85919  -1.440
C: -6.26264 5.20613 -3.67371  0.499
C: -6.84857 3.89021 -4.10194  -0.477
O: -6.30897 2.91069 -3.22141  -0.304
C: -5.27725 3.41036 -2.55040  0.661
O: -4.73636 2.86137 -1.62119  -0.544
O: -5.07559 4.70492 -3.01720  -0.357
H: -5.25483 5.63488 -5.61581  0.388
H: -5.23336 6.83216 -4.39567  0.332
H: -6.78118 6.55328 -5.28848  0.381
H: -6.91576 5.73883 -2.98250  0.263
H: -6.60863 3.79504 -5.16094  0.304
H: -7.93304 3.86726 -3.99468  0.294
C: -3.35910 -4.73580 0.85905  -1.198
C: -4.20374 -5.00346 -0.42666  0.538
C: -5.34346 -6.07572 -0.26385  -0.542
O: -6.46173 -5.49471 -0.90730  -0.340
C: -6.29915 -4.21112 -1.02445  0.651
O: -7.14366 -3.47417 -1.46314  -0.563
O: -4.99243 -3.90954 -0.81117  -0.313
H: -3.85751 -3.99351 1.48251  0.275
H: -2.39498 -4.26320 0.67138  0.259
H: -3.14480 -5.65471 1.40475  0.357
H: -3.60943 -5.35545 -1.26986  0.259
H: -5.68408 -6.13821 0.76968  0.291
H: -5.23093 -7.11915 -0.55827  0.328
C: 2.96481 -6.17702 1.20416  -1.403
C: 1.75454 -7.08675 0.66230  0.456
C: 2.18580 -8.42315 0.23135  -0.396
O: 1.17850 -9.23538 0.72732  -0.317
C: 0.43390 -8.60441 1.58946  0.624
O: -0.39723 -8.99320 2.39544  -0.567
O: 0.78193 -7.26504 1.64335  -0.264
H: 3.48766 -6.59042 2.06663  0.394
H: 2.55629 -5.19788 1.45416  0.267
H: 3.82841 -5.97513 0.57051  0.403
H: 1.34396 -6.58041 -0.21128  0.213
H: 3.17675 -8.65874 0.61945  0.261
H: 2.30369 -8.49202 -0.85006  0.328

Values from the calculation:
**Orbital gap**: 10.379 eV
**Largest force on an atom**: 6.03 eV Å⁻¹

=====

Entry from the OMol25 dataset: a molecular structure, C44H67N5O6SW in a non-equilibrium geometry (ωB97M-V/def2-TZVPD).

Last column: Mulliken charge in e.
Atoms and positions in Å:
W: 0.29165 -1.02663 0.26069  2.132
C: 0.34951 -4.01840 -0.68566  -1.008
N: 1.37805 -3.09883 -0.12855  0.206
C: 1.95877 -3.72034 1.09321  -1.217
C: 2.49556 -2.98183 -1.11073  -1.064
C: 3.05238 -1.56812 -1.04611  -0.560
N: 1.96260 -0.57434 -1.24537  0.212
C: 1.47941 -0.66362 -2.65795  -1.275
C: 0.22015 0.11819 -2.93606  0.453
C: 0.19162 1.03482 -3.97665  -0.385
C: -1.00754 1.58924 -4.41206  -0.681
C: -2.17013 1.14011 -3.79012  -0.424
C: -2.19640 0.22829 -2.74225  -0.366
C: -0.96166 -0.25754 -2.27033  0.063
O: -0.77424 -1.09761 -1.18063  -0.118
C: -3.52206 -0.24798 -2.16494  2.016
C: -3.61705 -1.76802 -2.36382  -1.185
C: -4.74233 0.39306 -2.82912  -2.295
C: -3.55207 0.10140 -0.67188  -1.587
C: -1.09516 2.60737 -5.52853  1.658
C: -2.03378 2.10774 -6.62969  -1.610
C: 0.26479 2.93532 -6.14661  -2.081
C: -1.66500 3.91937 -4.94061  -1.524
C: 2.57872 0.77505 -1.08562  -2.063
C: 2.98270 1.17327 0.32243  0.144
C: 3.88109 2.22038 0.44348  -0.482
C: 4.34515 2.65730 1.68600  -0.789
C: 3.90622 1.96457 2.81332  -0.166
C: 3.00541 0.91292 2.75488  -0.912
C: 2.50574 0.53997 1.48885  0.749
O: 1.56225 -0.42960 1.32954  0.749
C: 2.55917 0.16710 4.00750  1.784
C: 1.05040 0.38913 4.20574  -1.821
C: 3.30025 0.62740 5.26440  -2.279
C: 2.81608 -1.33616 3.81386  -1.184
C: 5.29032 3.83083 1.76771  1.731
C: 4.58007 5.06440 1.16490  -1.557
C: 5.72408 4.15711 3.19193  -2.083
C: 6.54247 3.54195 0.91539  -1.574
H: 0.80551 -4.94754 -1.04525  0.512
H: -0.18242 -3.52751 -1.51293  0.298
H: -0.37039 -4.28668 0.09045  0.292
H: 2.35098 -4.71838 0.86929  0.601
H: 1.20314 -3.82990 1.87125  0.161
H: 2.77620 -3.10643 1.47764  0.418
H: 2.13876 -3.21810 -2.11608  0.493
H: 3.28994 -3.70400 -0.89001  0.503
H: 3.84067 -1.44341 -1.80201  0.569
H: 3.49926 -1.38838 -0.06005  0.221
H: 1.25265 -1.70921 -2.89707  0.403
H: 2.27079 -0.33599 -3.34339  0.557
H: 1.11399 1.27901 -4.47777  0.750
H: -3.10916 1.51149 -4.16158  0.745
H: -3.71794 -1.99676 -3.42159  0.479
H: -4.49717 -2.14318 -1.84674  0.430
H: -2.73329 -2.27782 -1.97950  -0.089
H: -4.77965 0.17326 -3.89185  0.478
H: -4.76076 1.46955 -2.68273  0.469
H: -5.64517 -0.01561 -2.38359  0.441
H: -2.69922 -0.36032 -0.16560  -0.179
H: -4.47192 -0.26245 -0.22192  0.723
H: -3.50873 1.18062 -0.53592  0.451
H: -1.70541 1.14082 -7.00655  0.364
H: -2.03464 2.81860 -7.45066  0.499
H: -3.06018 1.99951 -6.28868  0.348
H: 0.69364 2.05484 -6.62078  0.428
H: 0.95863 3.33430 -5.41099  0.411
H: 0.13762 3.68678 -6.92024  0.433
H: -2.63040 3.75512 -4.47056  0.342
H: -1.79270 4.64542 -5.73746  0.467
H: -0.98044 4.33514 -4.20497  0.330
H: 1.87938 1.51297 -1.49782  0.614
H: 3.48416 0.81211 -1.70834  1.038
H: 4.23047 2.70672 -0.45419  0.781
H: 4.28896 2.24775 3.77631  0.945
H: 0.82769 1.44959 4.30492  0.454
H: 0.72284 -0.11628 5.11115  0.557
H: 0.48596 -0.02474 3.35791  0.203
H: 3.11230 1.67470 5.48217  0.493
H: 4.36959 0.46054 5.17129  0.481
H: 2.95309 0.05085 6.11721  0.432
H: 2.11943 -1.75067 3.07790  -0.211
H: 2.66725 -1.85747 4.75513  0.521
H: 3.84110 -1.51212 3.49518  0.374
H: 3.67834 5.28725 1.73154  0.358
H: 4.31108 4.91064 0.12321  0.354
H: 5.24208 5.92264 1.21706  0.468
H: 4.87682 4.40831 3.82752  0.432
H: 6.39185 5.01354 3.18028  0.436
H: 6.26581 3.32512 3.63840  0.439
H: 6.30497 3.41271 -0.13578  0.343
H: 7.03405 2.64198 1.27561  0.390
H: 7.23424 4.37312 1.00279  0.476
O: -0.52463 3.22764 0.68979  -0.475
C: -0.55421 1.93071 0.72290  -0.187
O: 0.07394 1.18368 -0.09124  0.268
C: -1.36891 1.26807 1.72057  -0.027
C: -2.18496 1.85376 2.69463  -0.754
C: -2.93089 1.03067 3.51778  -1.244
C: -2.84050 -0.36065 3.36581  -0.803
C: -1.99171 -0.86757 2.40086  0.700
N: -1.25457 -0.08869 1.59000  0.309
C: -1.65413 -2.31882 2.14376  0.216
O: -1.85038 -3.10323 3.22541  -0.516
O: -0.45643 -2.38685 1.53099  -0.825
H: -0.00526 3.62624 -0.03222  0.477
H: -2.21674 2.92800 2.78617  0.675
H: -3.56977 1.44773 4.28256  0.588
H: -3.38837 -1.01975 4.02196  0.664
H: -1.19844 -3.81651 3.30686  0.373
C: -6.11497 -5.09671 -0.02585  -1.126
N: -4.81684 -4.45534 0.10904  -0.193
C: -4.29078 -3.78804 1.11513  0.859
S: -2.78686 -2.95064 0.64687  0.198
N: -4.74743 -3.65079 2.33811  -0.106
C: -5.89875 -4.29624 2.95715  -1.149
H: -6.38219 -5.09513 -1.08002  0.385
H: -6.88300 -4.56110 0.52296  0.437
H: -6.07810 -6.13496 0.30469  0.381
H: -4.24104 -4.51116 -0.72372  0.299
H: -4.19206 -3.09313 2.97199  0.059
H: -6.01559 -5.31189 2.59157  0.449
H: -6.81204 -3.72819 2.77113  0.370
H: -5.73526 -4.33044 4.03225  0.362

Values from the calculation:
**Orbital gap**: 5.369 eV
**Largest force on an atom**: 2.17 eV Å⁻¹
**Net charge**: +4

=====

Entry from the OMol25 dataset: a molecular structure, C44H69AsCl3O2P3PdSi in a non-equilibrium geometry (ωB97M-V/def2-TZVPD).

Last column: Mulliken charge in e.
Atoms and positions in Å:
Pd: -0.03719 0.33377 -0.41908  -0.211
C: 3.49387 -1.54446 0.54853  -0.606
C: 2.57280 -1.12572 1.69335  3.413
C: 3.18409 -1.47255 3.04968  -1.921
P: 1.94136 0.59631 1.42667  0.094
C: 3.34363 1.71067 0.98288  1.148
C: 2.85542 3.15924 0.98316  -1.484
C: 4.57464 1.57101 1.87862  -1.473
C: 1.32731 1.25693 3.00736  0.036
C: 1.98981 1.23060 4.23559  -0.858
C: 1.39553 1.79143 5.35489  -1.174
C: 0.14515 2.39261 5.26476  -0.995
C: -0.49916 2.45950 4.04065  -0.304
C: 0.09229 1.89708 2.90756  1.741
Si: -0.66356 2.00852 1.22653  0.009
C: -2.26549 1.12340 0.95442  1.674
C: -3.55188 1.19141 1.49571  -0.826
C: -4.53725 0.36458 0.97772  -1.233
C: -4.23995 -0.51879 -0.05630  -0.980
C: -2.96419 -0.59403 -0.60777  -0.226
C: -2.01056 0.24854 -0.07507  1.483
P: 0.06422 -1.74720 -2.09271  1.332
C: -1.18749 -1.96614 -3.42543  1.411
C: -0.65402 -1.94018 -4.85661  -1.596
C: -2.04925 -3.21270 -3.18026  -1.496
C: 0.87212 -3.37135 -1.74544  1.222
C: 0.06141 -4.23574 -0.77330  -1.628
C: 1.30114 -4.17921 -2.96783  -1.777
C: -0.69510 3.70582 0.52717  0.927
C: -0.75639 4.82344 1.36543  -1.113
C: -0.94740 6.08521 0.82984  -0.829
C: -1.07209 6.23685 -0.54582  -0.944
C: -0.99671 5.13571 -1.38264  -0.437
C: -0.79624 3.86013 -0.85164  -0.630
P: -0.63736 2.38819 -1.93673  1.415
C: 0.65161 3.03334 -3.12374  0.479
C: 1.02323 2.14504 -4.30742  -1.028
C: 1.90772 3.53665 -2.41544  -1.430
C: -2.21940 2.59589 -2.90396  0.178
C: -3.46770 2.55813 -2.02532  -1.590
C: -2.38395 1.71293 -4.14202  -1.173
H: 3.75133 -2.59931 0.66159  0.644
H: 4.42656 -0.98093 0.52627  0.257
H: 3.01369 -1.42322 -0.41724  -0.475
H: 1.65489 -1.70955 1.59083  -3.026
H: 4.09295 -0.90910 3.26017  0.278
H: 3.45542 -2.53019 3.03656  0.532
H: 2.48355 -1.32787 3.87023  0.396
H: 3.60741 1.42579 -0.03991  0.046
H: 2.67639 3.51019 2.00108  0.252
H: 1.93706 3.29532 0.41062  -0.121
H: 3.61838 3.79922 0.53742  0.610
H: 4.35326 1.86699 2.90489  0.257
H: 5.35116 2.24495 1.51245  0.471
H: 4.99225 0.56704 1.88626  0.315
H: 2.96221 0.77322 4.33623  0.493
H: 1.91025 1.75788 6.30597  0.500
H: -0.31794 2.81537 6.14638  0.496
H: -1.46933 2.94104 3.98054  0.513
H: -3.78069 1.87485 2.30433  0.540
H: -5.54091 0.39981 1.37981  0.454
H: -5.01397 -1.16809 -0.44719  0.354
H: -2.77102 -1.28237 -1.41446  -0.318
H: -1.83834 -1.09900 -3.28674  -0.853
H: -0.06596 -2.82860 -5.08309  0.366
H: -0.03922 -1.06521 -5.06303  0.201
H: -1.50916 -1.92256 -5.53456  0.519
H: -1.50074 -4.12294 -3.41660  0.262
H: -2.91932 -3.17477 -3.83646  0.522
H: -2.41486 -3.29810 -2.15604  0.240
H: 1.76364 -3.02840 -1.20357  -0.010
H: -0.81192 -4.67403 -1.25368  0.282
H: -0.27578 -3.67265 0.09724  -0.224
H: 0.68406 -5.05819 -0.41741  0.593
H: 0.44324 -4.65230 -3.44569  0.327
H: 1.96586 -4.97993 -2.63860  0.506
H: 1.83444 -3.59008 -3.70934  0.245
H: -0.64770 4.71368 2.43752  0.461
H: -0.99545 6.94983 1.47807  0.470
H: -1.21555 7.22117 -0.97123  0.484
H: -1.07725 5.29781 -2.44957  0.372
H: 0.10658 3.89595 -3.52142  1.019
H: 1.65367 1.32046 -4.00032  -0.196
H: 1.61544 2.73337 -5.01011  0.548
H: 0.17382 1.74217 -4.84969  0.112
H: 2.43185 2.72322 -1.91533  -0.089
H: 1.69017 4.31786 -1.68884  0.275
H: 2.58492 3.95466 -3.16207  0.545
H: -2.10525 3.62898 -3.24409  0.766
H: -3.73843 1.54066 -1.76188  0.273
H: -4.29766 2.98403 -2.59102  0.622
H: -3.35887 3.13831 -1.10833  0.204
H: -2.10066 0.67889 -3.95597  0.119
H: -1.80592 2.07162 -4.98970  0.392
H: -3.43134 1.71701 -4.44592  0.439
Cl: 4.41827 -1.88647 -2.84194  -0.070
C: 3.59609 -0.43441 -3.44900  1.073
Cl: 3.25908 -0.61173 -5.16882  -0.061
Cl: 4.59146 0.98169 -3.16282  -0.060
C: 2.27606 -0.32469 -2.63259  -1.862
O: 1.36824 -1.16564 -3.05778  -0.242
O: 2.15916 0.45720 -1.71925  0.242
C: -3.00887 -3.80195 0.85265  -1.137
C: -2.68258 -2.95572 2.07571  -1.056
As: -0.88387 -2.16044 2.12099  1.406
C: 0.26294 -3.64874 2.76559  -0.433
C: -0.43105 -4.95382 3.13530  -1.534
C: -1.08357 -1.19086 3.82432  -0.058
C: -1.62515 -1.98726 5.00509  -1.515
H: -4.07801 -4.01574 0.80627  0.447
H: -2.48961 -4.75988 0.87004  0.237
H: -2.73386 -3.29617 -0.07362  -0.048
H: -2.81450 -3.54262 2.98380  0.712
H: -3.35629 -2.09840 2.14710  0.651
H: 0.79591 -3.24428 3.62988  0.607
H: 1.01550 -3.83338 1.99559  0.446
H: -1.13814 -4.82351 3.95389  0.295
H: 0.30377 -5.69430 3.45426  0.472
H: -0.97380 -5.37977 2.29150  0.234
H: -1.72028 -0.32838 3.61411  0.298
H: -0.09423 -0.79503 4.06204  0.073
H: -2.64806 -2.32409 4.84145  0.317
H: -1.62984 -1.36779 5.90369  0.436
H: -1.01096 -2.86257 5.22115  0.277

Values from the calculation:
**Orbital gap**: 6.070 eV
**Largest force on an atom**: 1.48 eV Å⁻¹
**Net charge**: +2

=====

Record order is preserved below.
Total energy: -4199.0484 -2906.0776 -6925.8285 hartree